ORCA calculation (wB97M-V/def2-TZVPD) on a molecular structure, C3H4ClNS in a non-equilibrium geometry.

Geometry (Å):
C1 0.239 -0.768 -0.712
C2 0.958 0.686 0.940
C3 -1.138 -0.224 -0.719
N1 1.161 -0.387 0.046
S1 -0.683 1.494 0.768
Cl1 -2.320 -1.273 -0.050
H1 0.466 -1.587 -1.387
H2 1.066 0.325 1.967
H3 1.735 1.428 0.743
H4 -1.484 0.307 -1.597

**Gap between HOMO and LUMO**: 8.71 eV
**Molecular weight**: 121.592 g mol⁻¹
**Energy**: -28021.832 eV
**Relative energy (zero: lowest compared OMol25 entry of this formula, charge and spin)**: 29.31 kcal/mol
**HOMO**: -8.97 eV